The following is a DFT calculation (ωB97M-V/def2-TZVPD) of a single FH3S molecule at a distorted geometry.

Each line ends with the Löwdin charge.
Atoms and positions in Å:
H: -1.270 -0.558 1.363  -0.200
H: 0.260 -1.477 0.577  -0.172
H: 1.383 0.324 -0.310  0.025
F: 0.744 0.830 -0.766  -0.299
S: -0.442 -0.360 0.329  0.647

Computed properties:
Energy relative to the best compared isomer or geometry (same formula, charge and spin) in kcal/mol: 48.9
Kohn-Sham gap in Eh: 0.365
Net charge: 0
DFT total energy in Eh: -499.7620